No. 1
A 7-piece molecular cluster, C20H57N3O11 overall in a non-equilibrium geometry, computed with ωB97M-V/def2-TZVPD.

Element x y z (Å)
C 1.2006 0.2909 -0.1271
O -0.0899 0.5234 0.5268
C -1.1195 0.6815 -0.3918
C -2.3804 0.8900 0.4529
C -3.1324 -0.4279 0.9756
N -3.3069 1.6869 -0.3497
H 1.5020 1.2656 -0.5110
H 1.2217 -0.3382 -1.0170
H 1.9231 -0.1359 0.5685
H -0.8640 1.5353 -1.0194
H -1.3097 -0.2506 -0.9238
H -2.1890 1.5107 1.3282
H -3.7112 -1.0201 0.2668
H -3.8687 -0.1284 1.7215
H -2.3630 -1.0253 1.4648
H -3.4450 1.2397 -1.2448
H -2.8777 2.5539 -0.6399
C 2.0069 -1.9148 5.3449
O 1.8112 -2.1825 3.9111
C 0.7205 -2.9746 3.3644
C 1.1227 -3.3323 1.9148
C -0.0622 -4.1165 1.2981
N 2.3197 -4.2627 1.9005
H 2.8943 -1.3599 5.6493
H 2.0675 -2.8285 5.9362
H 1.2913 -1.1880 5.7293
H 0.5526 -3.8614 3.9755
H -0.2702 -2.5350 3.4798
H 1.2963 -2.3952 1.3860
H -0.2756 -3.7884 0.2808
H -0.9361 -4.0300 1.9438
H 0.2513 -5.1562 1.2041
H 2.0742 -5.0034 2.5416
H 3.0205 -3.7093 2.3725
C 4.5562 -1.5924 0.8177
O 5.3589 -2.2520 -0.0850
C 5.3146 -3.6237 -0.0492
C 6.2805 -4.2838 -1.0221
C 7.7097 -3.7631 -0.8584
N 5.6738 -4.0053 -2.3187
H 4.4267 -2.0341 1.8057
H 3.5718 -1.7386 0.3731
H 4.7334 -0.5217 0.7161
H 5.4862 -3.8876 0.9944
H 4.3056 -4.0130 -0.1853
H 6.2934 -5.3724 -0.9695
H 8.0705 -3.9482 0.1534
H 7.7026 -2.6767 -0.9464
H 8.3823 -4.1844 -1.6055
H 4.6756 -3.9455 -2.1774
H 5.8874 -3.0436 -2.5413
O -4.1780 4.0242 0.8843
C -3.5107 4.8768 0.0232
C -1.9747 4.9322 0.1991
O -1.4288 3.9222 -0.5521
H -3.7635 3.1625 0.7994
H -3.7861 4.6171 -0.9989
H -3.9662 5.8497 0.2080
H -1.7484 5.0693 1.2565
H -1.7222 5.8595 -0.3151
H -0.6129 3.6676 -0.1150
O -4.0426 -2.2953 -1.7062
C -4.7277 -1.5012 -2.6719
C -3.7747 -1.0065 -3.8395
O -4.3288 0.1373 -4.4244
H -4.6165 -3.0576 -1.6009
H -5.5911 -2.0419 -3.0596
H -5.0835 -0.5801 -2.2103
H -3.5422 -1.6792 -4.6650
H -2.8639 -0.5909 -3.4084
H -3.7634 0.8690 -4.1664
O -5.2905 4.7824 -3.9323
C -4.6675 3.5182 -3.7407
C -3.1657 3.4996 -3.7763
O -2.5394 2.2882 -4.1431
H -5.9518 4.8934 -3.2453
H -5.1127 3.1447 -2.8186
H -5.0029 2.8973 -4.5714
H -2.8913 3.6980 -2.7402
H -2.7516 4.2227 -4.4789
H -1.6054 2.4942 -4.2267
O 0.9664 3.5544 0.5031
C 0.5885 3.3433 1.9644
C 1.6312 2.6615 2.8399
O 2.7981 3.3682 3.2465
H 1.7902 4.0355 0.6108
H 0.4329 4.3364 2.3859
H -0.3814 2.8501 1.9004
H 1.9127 1.8193 2.2078
H 1.2173 2.2645 3.7668
H 3.5444 2.7666 3.1957

Forces on the atoms, in the same order (eV/Å):
-0.771 0.925 0.164
2.598 -1.484 -0.023
-0.610 -0.554 1.435
-1.591 -0.244 -0.764
1.023 1.444 0.061
-0.816 -0.219 -0.403
0.490 0.143 0.244
-0.798 -0.513 0.081
-0.239 0.302 0.238
-0.491 -0.004 -0.409
0.295 -0.028 -0.728
0.483 -0.177 0.167
0.577 0.201 -0.521
0.171 0.199 0.173
-0.146 -0.315 0.010
-0.438 -0.504 -0.133
0.584 0.083 0.108
-0.955 -0.178 -0.662
0.627 0.595 0.823
0.946 0.241 1.066
-0.726 -1.435 0.885
0.681 0.278 -0.104
-0.948 1.886 -0.276
0.802 -0.240 -1.386
-0.518 -0.150 -0.073
-0.912 -0.545 -0.045
0.576 -0.672 -0.012
0.068 1.016 -0.489
0.388 -0.184 -0.092
-0.225 0.133 0.134
-0.192 -0.111 -0.309
-0.251 -0.083 0.171
0.060 -0.301 0.124
0.563 -0.196 0.194
-2.163 -0.078 -1.292
2.140 0.914 -1.092
-0.033 -1.664 2.283
-0.500 0.532 0.013
-0.519 0.347 -0.161
0.617 0.501 -1.162
0.897 0.241 0.390
-0.889 0.305 0.321
0.401 -0.123 0.681
0.513 -0.511 0.443
-0.410 0.019 -0.491
-0.197 -0.030 0.739
0.059 -0.335 -0.064
0.056 0.068 -0.231
-0.009 -0.036 0.116
-0.260 -0.422 -0.146
0.301 0.275 -0.331
-0.155 -0.260 1.205
0.045 0.798 0.295
-2.646 2.398 -1.160
0.458 -1.507 0.209
-0.534 -0.572 -0.060
0.408 0.046 -0.480
0.299 0.283 -0.038
0.380 -0.699 0.091
0.323 0.557 0.262
0.751 -0.134 -0.406
-0.345 -0.193 -0.414
1.053 0.534 -1.145
-0.249 0.484 1.042
-1.168 0.527 -0.523
0.344 -0.219 0.337
-0.011 0.065 -0.189
-0.088 0.074 0.098
-0.070 -0.631 0.488
0.531 -1.086 0.484
0.031 0.319 -0.314
0.768 0.686 -0.113
-1.610 -1.051 -1.081
0.799 1.460 1.162
-0.617 -1.048 -0.114
0.111 0.057 -0.045
0.589 -0.654 0.101
-0.192 -0.422 0.013
0.678 0.589 -0.099
-0.515 0.691 0.312
0.009 -0.232 0.012
0.300 -0.687 2.839
0.390 1.683 -0.702
0.053 -1.772 -0.669
-0.313 0.935 -0.723
0.235 0.272 -0.567
-0.239 0.254 -0.118
0.418 -0.423 0.380
0.255 -0.441 0.246
-0.739 -0.019 -0.230
-0.047 0.025 -0.054

* maximum force: 3.8 eV/Å
* HOMO level: -0.3362 Eh
* SMILES: COC[C@H](C)N.COC[C@H](C)N.COC[C@H](C)N.OCCO.OCCO.OCCO.OCCO
* spin multiplicity: 1
* energy: -48650.439 eV
* energy relative to the best compared isomer or geometry (same formula, charge and spin): 388.3 kJ/mol

Charges computed using Mulliken, reported in e: C -0.912; O 0.188; C -0.948; C 0.894; C -1.214; N -0.678; H 0.444; H 0.478; H -0.109; H 0.324; H 0.581; H 0.027; H 0.168; H 0.377; H 0.239; H 0.002; H 0.098; C -0.878; O -0.178; C -1.079; C 1.351; C -1.483; N -0.606; H 0.270; H 0.330; H 0.316; H 0.441; H 0.402; H -0.409; H 0.318; H 0.345; H 0.425; H 0.312; H 0.154; C -0.666; O -0.401; C -0.859; C 0.397; C -1.304; N -0.763; H 0.279; H 0.233; H 0.342; H 0.385; H 0.453; H 0.303; H 0.321; H 0.274; H 0.388; H 0.286; H 0.327; O -0.609; C -0.102; C -0.205; O -0.402; H 0.367; H -0.204; H 0.492; H 0.228; H 0.331; H 0.171; O -0.491; C -0.295; C -0.341; O -0.533; H 0.288; H 0.455; H 0.167; H 0.340; H 0.127; H 0.347; O -0.594; C -0.624; C 0.370; O -0.664; H 0.351; H 0.399; H 0.305; H -0.341; H 0.475; H 0.314; O -0.683; C 0.129; C -0.338; O -0.555; H 0.304; H 0.448; H -0.045; H -0.051; H 0.334; H 0.351

=====

No. 2
A 7-piece molecular cluster, C20H57N3O7 overall in a non-equilibrium geometry, computed with ωB97M-V/def2-TZVPD.

Element x y z (Å)
C 2.7269 -7.3145 -3.1930
O 1.7593 -6.3077 -2.9961
C 0.9009 -6.6299 -1.9524
C -0.0524 -5.4573 -1.7142
C -1.0551 -5.6167 -0.5697
N -0.8715 -5.3222 -2.9626
H 2.2555 -8.2883 -3.3477
H 3.5505 -7.3424 -2.4765
H 3.2293 -7.1273 -4.1470
H 0.2860 -7.5254 -2.1126
H 1.3985 -6.7995 -0.9857
H 0.5424 -4.5506 -1.5496
H -1.6136 -4.7079 -0.3661
H -0.5847 -5.9795 0.3512
H -1.6789 -6.4742 -0.8326
H -0.1275 -5.1929 -3.6505
H -1.3157 -4.4065 -2.9169
C 0.5309 4.5693 -2.0823
O 0.1172 3.2350 -2.1299
C 1.1548 2.2625 -2.0966
C 1.7681 2.1594 -0.7064
C 2.8106 1.0424 -0.7350
N 0.7432 1.9004 0.3356
H 1.0351 4.8795 -1.1624
H -0.3722 5.1371 -2.3038
H 1.2439 4.8434 -2.8736
H 0.6052 1.3577 -2.3722
H 1.8680 2.3951 -2.9163
H 2.3124 3.0651 -0.4213
H 3.0614 0.6550 0.2505
H 3.7649 1.3267 -1.1825
H 2.4515 0.1898 -1.3187
H -0.0949 2.3703 0.0046
H 1.0623 2.3404 1.1879
C -0.9181 5.9049 0.9882
O -1.5407 4.7434 0.5353
C -2.2085 4.0339 1.5666
C -2.9558 2.8453 0.8969
C -4.0010 3.3199 -0.0924
N -3.4905 1.8608 1.7866
H -0.4256 5.8097 1.9632
H -1.6175 6.7429 1.1169
H -0.1874 6.2699 0.2666
H -1.5082 3.7477 2.3620
H -2.8982 4.7428 2.0489
H -2.1474 2.2798 0.4247
H -4.5661 4.1370 0.3669
H -4.7213 2.5533 -0.3775
H -3.6184 3.6913 -1.0432
H -4.2898 2.0554 2.3683
H -2.7556 1.3682 2.2673
C 4.1966 2.2126 2.0880
C 3.9904 0.9060 2.8940
O 5.2942 0.4195 3.2031
H 4.6141 3.0094 2.6969
H 3.1708 2.4688 1.8142
H 4.8074 1.9898 1.2172
H 3.4340 0.1645 2.3201
H 3.4941 1.2093 3.8211
H 5.2024 -0.4799 3.5346
C -0.1345 -2.0990 1.4396
C -0.7375 -1.0014 0.6086
O 0.0549 -0.7548 -0.5529
H -0.1002 -3.0109 0.8449
H -0.7048 -2.1665 2.3666
H 0.8911 -1.8183 1.6968
H -0.8154 -0.1009 1.2216
H -1.6992 -1.3196 0.2020
H 0.7401 -0.1055 -0.2979
C -0.4309 -0.1609 -5.0975
C 0.0560 -1.1668 -4.0465
O -0.9353 -1.2044 -3.0341
H 0.0579 -0.2782 -6.0680
H -0.3141 0.8658 -4.7494
H -1.5003 -0.2841 -5.2699
H 1.0077 -0.8182 -3.6215
H 0.3569 -2.1509 -4.4149
H -0.5826 -0.8504 -2.1945
C -2.8472 -0.6505 4.5526
C -2.1985 0.4182 5.4189
O -2.8206 1.6834 5.2416
H -2.2591 -1.5607 4.6365
H -3.0145 -0.2796 3.5394
H -3.8821 -0.8488 4.8401
H -1.1179 0.5175 5.2728
H -2.3367 0.1512 6.4741
H -2.4992 2.3017 5.9009

Forces on the atoms, in the same order (eV/Å):
0.360 -0.049 -1.450
0.597 -0.355 0.041
-1.332 0.501 1.874
-0.982 0.318 -0.597
0.974 -1.490 0.135
1.253 0.512 0.344
-0.012 -0.138 0.501
-0.423 -0.010 0.575
-0.174 0.308 -0.008
0.153 -0.084 -0.510
0.532 -0.028 -0.217
0.170 -0.065 0.027
-0.146 -0.066 -0.149
0.235 0.502 0.102
-0.541 0.411 -0.145
-0.487 -0.090 -0.456
-0.178 -0.072 -0.073
0.145 0.596 -0.729
0.355 -0.242 -0.091
-1.242 0.210 0.114
1.017 -0.382 0.262
0.234 -0.590 -0.165
0.358 -0.118 -0.995
-0.426 -0.151 0.309
0.093 0.261 0.500
0.022 -0.410 -0.199
0.219 -0.299 0.399
0.358 0.361 0.302
-0.092 0.263 -0.425
-0.192 0.129 0.105
-0.137 0.281 -0.115
-0.045 -0.040 -0.020
-0.147 0.152 0.360
-0.283 0.063 0.104
0.003 1.077 0.282
0.418 -0.403 -0.060
-0.787 0.507 -0.270
0.929 0.097 0.119
-0.398 0.464 -0.333
-0.150 -0.728 0.236
0.127 -0.394 -0.046
-0.297 -0.172 -0.014
0.041 -0.366 -0.118
0.111 -0.428 -0.188
-0.328 -0.217 0.038
-0.090 0.218 -0.638
-0.079 0.015 -0.064
0.165 -0.278 0.337
0.392 0.135 0.241
0.198 0.394 0.105
-0.234 0.092 0.381
-0.935 -1.300 0.448
1.250 1.423 0.038
-0.121 -0.412 0.034
0.153 -0.097 0.019
0.216 0.504 -0.392
-0.026 0.281 -0.090
-0.225 0.069 0.095
-0.377 -0.457 -0.031
0.138 0.067 0.048
0.309 0.299 -0.011
0.026 -0.185 -0.589
0.587 0.370 0.313
-0.095 -0.217 0.368
-0.008 -0.504 -0.015
0.001 -0.090 0.059
-0.264 0.172 -0.257
-0.190 0.258 0.339
-0.602 -0.142 -0.001
0.072 -0.451 -0.355
0.279 1.175 0.384
0.033 -0.402 0.096
0.169 0.085 0.090
0.179 -0.027 0.064
-0.009 -0.241 0.070
-0.026 0.242 0.052
-0.778 -0.184 -0.274
-0.018 -0.372 -0.212
-0.477 0.853 0.023
-0.218 0.071 1.033
-0.354 0.066 -0.666
-0.068 -0.089 -0.410
0.736 -0.302 -0.232
0.163 -0.091 0.572
-0.010 -0.224 -0.364
0.151 -0.292 -0.028
0.079 -0.062 0.067

* maximum force: 2.4 eV/Å
* HOMO level: -0.3263 Eh
* SMILES: COC[C@H](C)N.COC[C@H](C)N.COC[C@H](C)N.CCO.CCO.CCO.CCO
* spin multiplicity: 1
* energy: -40463.905 eV
* energy relative to the best compared isomer or geometry (same formula, charge and spin): 104.2 kJ/mol

Charges computed using Mulliken, reported in e: C -0.803; O -0.280; C -0.784; C 0.902; C -1.616; N -0.810; H 0.331; H 0.292; H 0.265; H 0.323; H 0.357; H 0.106; H 0.308; H 0.370; H 0.472; H 0.310; H 0.276; C -0.680; O -0.298; C -0.543; C 0.367; C -1.429; N -0.139; H 0.132; H 0.311; H 0.353; H -0.184; H 0.525; H 0.394; H 0.087; H 0.460; H 0.413; H -0.183; H 0.320; C -0.895; O -0.145; C -0.775; C 1.326; C -1.557; N -0.512; H 0.354; H 0.321; H 0.233; H 0.351; H 0.523; H -0.501; H 0.341; H 0.477; H 0.274; H 0.227; H -0.080; C -0.798; C 0.052; O -0.533; H 0.420; H 0.016; H 0.288; H 0.084; H 0.264; H 0.296; C -0.870; C 0.065; O -0.486; H 0.064; H 0.246; H 0.216; H -0.032; H 0.439; H 0.093; C -0.975; C 0.064; O -0.568; H 0.369; H 0.097; H 0.294; H 0.074; H 0.312; H 0.520; C -0.796; C -0.258; O -0.516; H 0.297; H 0.131; H 0.326; H 0.285; H 0.345; H 0.290

=====

Q: spin multiplicity of number 2 (C20H57N3O7)?
A: 1

=====

Q: Which of these has the highest energy?
A: C20H57N3O7